Entry 1:
Here is 2 unconnected molecules or ions with the total composition C8H19BBr2NO6 from OMol25. Energies are from ωB97M-V/def2-TZVPD.

XYZ file:
```
37
Properties=species:S:1:pos:R:3:forces:R:3
H 1.307 -0.527 -1.599 0.0 0.0 0.0
H 1.182 2.420 2.457 0.0 0.0 0.0
O 1.795 0.934 -0.281 -0.6 0.3 0.1
H 5.578 -0.712 -3.139 0.0 0.0 0.0
H -2.921 -0.570 -1.646 0.1 0.2 0.1
H -1.623 -2.849 3.411 -0.2 0.1 0.1
C -0.426 0.096 -0.488 0.0 0.2 -0.4
H -2.858 1.564 -1.254 0.0 0.0 0.0
O 4.390 -0.372 -1.536 -0.1 -0.1 0.0
H -1.009 -1.605 -1.421 -0.1 -0.3 0.1
B -1.025 -1.826 1.820 0.0 0.3 0.0
C -3.225 0.148 0.387 0.0 0.0 0.1
H 3.477 -0.158 -1.330 0.2 0.2 0.0
H -2.519 0.158 1.217 0.0 0.0 -0.1
H -0.723 0.665 -1.371 0.0 0.0 0.1
H 1.344 -1.062 0.085 0.0 0.1 0.1
H 2.725 2.990 1.836 0.0 0.0 0.0
H -2.766 2.276 0.354 0.0 0.0 0.0
H 3.919 -1.272 -3.368 0.0 0.0 0.0
H -4.330 1.883 -0.335 0.0 -0.1 -0.1
Br -4.897 -0.264 1.267 -0.1 0.0 0.1
Br -3.622 -2.637 -0.613 0.0 -0.1 0.0
O -1.844 -2.646 2.495 0.4 -0.4 -0.1
H 4.300 0.469 -3.450 0.0 0.0 0.0
O 2.561 0.229 1.710 -0.1 -0.2 0.3
N -1.260 -1.156 -0.534 0.2 0.1 -0.1
C 1.791 2.501 1.557 0.2 0.1 -0.1
O -0.314 -0.759 2.267 -0.1 -0.1 0.1
C -3.300 1.546 -0.255 0.1 0.0 0.1
H -0.669 0.684 0.390 0.0 -0.2 0.1
H -0.337 -0.620 3.221 0.0 0.1 0.0
C 1.063 -0.238 -0.573 0.2 -0.3 -0.1
O -0.905 -2.112 0.414 -0.4 0.1 0.1
C 2.097 1.116 1.075 0.2 0.1 -0.3
C -2.781 -0.926 -0.626 0.0 0.0 -0.2
H 1.291 3.102 0.803 0.0 0.0 0.0
C 4.536 -0.472 -2.945 0.0 0.0 0.0
```
Positions in Å, forces in eV/Å.

gap between HOMO and LUMO = 9.4 eV
E_LUMO = -3.11 eV
ΔE to the lowest compared entry with this formula, charge and spin = 0.0 kJ/mol
HOMO energy = -12.48 eV
electronic energy = -163135.033 eV
total charge = +1

Entry 2:
Here is 15 unconnected molecules or ions with the total composition C44H67Cl16N7 at a distorted geometry from OMol25. Energies are from ωB97M-V/def2-TZVPD.

XYZ file:
```
134
Properties=species:S:1:pos:R:3:forces:R:3
C -16.773 21.765 -1.002 0.5 0.6 -0.7
H -13.446 20.380 -3.412 -0.3 -0.2 0.1
Cl -19.045 18.771 -3.164 -0.1 -0.1 0.0
H -9.813 20.927 -1.426 0.2 0.0 -0.2
C -20.988 16.831 -3.031 0.7 -0.2 0.3
H -20.617 24.344 -11.693 0.4 0.2 0.1
C -17.619 22.860 -6.249 -2.0 -1.1 2.1
H -13.340 15.835 -6.343 -0.3 -0.5 0.3
H -17.973 23.577 -5.540 0.2 0.2 0.4
H -12.633 15.829 -3.353 0.4 0.1 0.3
H -9.079 20.838 -8.656 -0.1 -0.4 -0.1
H -21.189 21.709 0.932 0.3 -0.2 0.0
C -15.531 15.521 -0.919 -0.9 -0.2 0.6
H -15.952 18.673 -7.048 -0.2 -0.5 -0.6
C -11.809 20.547 -0.673 -1.5 0.0 1.0
Cl -21.608 17.127 -4.674 -0.1 0.2 0.3
C -13.413 20.244 -10.958 0.6 -1.1 0.7
H -14.013 20.318 -0.879 -0.4 -0.2 0.0
H -12.805 22.201 -5.384 0.1 -0.2 0.0
H -17.765 20.079 -7.754 0.4 0.6 -0.3
N -20.111 23.682 -8.556 0.6 0.0 0.7
C -9.669 20.076 -8.135 0.1 0.6 0.5
C -16.085 22.641 -1.817 0.4 0.2 -0.5
H -10.552 12.667 -6.258 -0.5 0.2 0.3
C -10.848 20.741 -1.638 1.2 -0.3 -1.2
H -18.732 21.166 -1.088 -0.5 -0.1 0.2
C -15.105 20.438 -5.237 -1.1 -0.7 0.7
C -16.978 23.155 -2.809 -0.8 -0.6 0.5
C -21.429 23.999 -8.539 0.3 0.1 -1.2
H -13.335 21.245 -12.799 -0.3 -0.4 0.1
H -11.643 20.580 0.388 -0.1 0.0 0.2
C -14.186 19.454 -5.516 -0.9 -0.6 1.5
H -19.128 16.773 -1.936 0.1 -0.2 -0.7
C -21.744 24.341 -9.846 -0.4 0.0 1.4
C -18.105 21.544 -6.302 1.5 1.3 -1.5
C -16.792 21.975 -8.111 -0.1 0.1 1.2
H -16.390 15.746 -7.881 0.0 0.3 0.1
C -21.999 20.786 -4.358 0.8 0.4 0.6
Cl -13.205 18.497 -10.331 -0.5 1.2 -0.1
C -19.554 23.841 -9.791 -0.9 0.0 -0.2
C -18.884 19.317 1.058 0.8 0.6 0.1
H -16.543 21.162 -0.136 0.2 0.1 -0.2
H -14.231 19.693 -12.917 0.2 0.2 0.4
H -15.705 16.325 -6.345 0.2 0.1 0.0
N -19.307 21.366 1.893 0.5 -0.7 -0.3
H -16.711 23.817 -3.620 -0.1 0.0 0.2
C -12.663 23.281 -5.396 1.0 -1.3 0.1
N -12.781 20.397 -2.658 0.2 -0.1 1.0
C -20.594 24.259 -10.615 1.1 -0.6 -0.7
H -12.675 17.823 -1.941 0.2 0.0 0.0
H -15.232 15.538 1.194 -0.5 -0.3 -0.5
H -13.875 17.519 -4.546 -0.1 -0.6 0.2
H -11.032 15.366 -2.677 -0.3 0.3 -0.2
C -18.406 20.326 1.823 0.7 0.6 1.8
H -14.877 17.863 -8.179 -0.6 -0.4 0.2
Cl -10.869 17.021 -4.356 -0.2 0.1 0.3
H -19.220 22.679 -3.003 0.2 0.0 0.0
N -11.802 14.401 -6.417 1.2 0.0 -0.6
H -10.908 17.750 -1.727 -0.5 -0.2 0.3
C -13.061 14.821 -6.060 1.2 -0.7 0.3
N -18.026 21.756 -1.483 -1.9 -0.4 0.1
C -18.240 22.593 -2.549 1.8 -0.1 0.1
C -16.337 16.590 -7.185 -0.9 -1.0 0.1
Cl -12.116 16.267 -0.284 0.1 -0.1 0.0
C -20.099 19.769 0.582 -1.4 0.6 -1.1
C -11.681 16.213 -2.956 0.2 -1.3 -0.7
C -11.496 13.137 -5.974 -0.8 0.6 0.2
Cl -16.919 18.377 -9.195 -0.1 -0.2 -0.1
H -23.871 20.916 -3.235 0.0 0.1 -0.2
H -12.527 20.776 -10.582 -0.5 -0.1 0.1
C -16.791 23.120 -7.305 0.2 -0.4 -2.1
H -12.713 11.747 -4.830 -0.2 -0.2 0.3
H -14.644 23.585 -5.868 -0.2 0.3 -0.1
C -13.683 23.804 -6.327 -0.7 0.7 0.4
C -15.921 17.858 -7.803 1.3 1.8 0.1
H -16.253 18.192 -3.118 0.4 -0.2 -0.1
H -13.367 19.435 -6.210 0.1 0.1 -0.2
Cl -22.149 22.362 -5.144 0.0 0.4 -0.3
Cl -12.860 23.785 -3.712 -0.2 0.3 0.1
H -11.078 20.625 -3.875 0.3 0.1 -0.2
N -17.567 21.039 -7.470 -0.5 -0.4 0.6
H -16.645 20.550 -3.817 0.1 -0.4 -0.1
C -15.961 15.085 0.480 1.6 0.3 0.7
H -15.894 13.993 0.647 -0.4 0.6 -0.3
H -20.934 20.665 -4.111 -0.4 -0.1 -0.1
C -9.840 18.806 -8.891 0.3 -0.4 -1.3
H -18.333 18.442 0.812 0.0 -0.6 0.0
H -21.526 17.363 -2.246 0.0 0.5 -0.4
H -14.352 20.679 -10.582 0.4 -0.4 0.0
Cl -13.534 25.581 -6.508 -0.2 -0.2 -0.3
Cl -17.542 15.743 0.965 -0.1 -0.3 -0.2
H -21.981 23.950 -7.628 -0.3 0.0 0.2
H -16.257 21.748 -9.010 0.0 -0.1 -0.3
H -8.886 18.311 -9.052 0.3 0.4 -0.2
N -15.958 19.929 -4.249 -0.3 2.1 -0.6
H -19.023 16.491 -3.786 0.4 -0.1 0.4
C -22.811 20.727 -3.087 -0.3 -1.4 -0.3
C -11.828 17.149 -1.809 0.2 1.2 -0.1
C -13.563 13.771 -5.315 -1.0 -0.1 0.4
C -12.599 12.720 -5.255 0.4 0.4 -0.7
C -13.376 20.199 -12.445 -0.9 1.0 -0.9
H -16.407 24.103 -7.527 0.3 -0.1 -0.2
Cl -16.495 14.609 -2.140 0.4 0.1 -0.1
H -21.179 15.793 -2.830 0.0 -0.6 0.0
H -15.824 16.558 -1.061 0.3 0.1 0.0
C -15.625 18.685 -3.849 0.6 0.3 -0.8
C -20.346 21.041 1.079 -0.8 -0.4 -0.3
Cl -10.736 17.605 -7.986 -0.6 -0.5 0.6
H -22.273 20.021 -5.072 -0.3 -0.1 0.0
Cl -17.997 16.798 -6.488 0.1 -0.1 0.0
Cl -11.939 19.446 -13.087 0.9 -0.4 -0.3
H -15.037 22.883 -1.798 0.1 0.0 0.2
H -20.645 19.220 -0.161 -0.6 0.2 -0.1
H -11.620 23.442 -5.666 -0.2 0.3 -0.2
C -14.527 18.363 -4.614 1.0 0.0 -0.6
H -11.059 14.971 -6.793 -0.4 0.3 -0.2
H -19.609 23.397 -7.731 0.2 0.0 0.0
C -13.029 20.351 -1.289 0.8 0.4 -1.1
C -19.474 17.030 -2.954 -0.8 0.5 0.2
C -11.445 20.587 -2.872 -0.5 0.3 0.4
H -13.695 23.319 -7.298 0.4 0.1 -0.1
H -22.693 24.621 -10.211 -0.9 0.2 -0.2
H -18.521 23.581 -9.941 0.0 0.1 -0.2
H -9.217 19.892 -7.164 0.0 0.0 0.0
H -15.421 21.367 -5.698 0.4 0.0 0.0
H -19.190 22.223 2.419 0.0 -0.4 -0.2
H -17.580 20.272 2.496 0.5 0.3 0.1
H -14.546 13.697 -4.841 0.4 0.2 -0.3
Cl -22.255 21.749 -1.778 0.4 0.6 0.2
H -22.699 19.706 -2.710 -0.2 0.0 -0.1
H -10.342 18.940 -9.871 0.2 0.0 0.6
H -18.676 20.933 -5.631 -0.2 0.0 0.0
Cl -11.263 20.816 -7.813 -0.2 0.3 0.0
H -14.448 15.393 -1.027 -0.4 -0.2 -0.3
```
Positions in Å, forces in eV/Å.

gap between HOMO and LUMO = 8.0 eV
E_LUMO = 0.27 eV
HOMO energy = -7.76 eV
electronic energy = -257505.037 eV

Entry 3:
Here is 3 unconnected molecules or ions with the total composition C4H10N3 at a distorted geometry from OMol25. Energies are from ωB97M-V/def2-TZVPD.

XYZ file:
```
17
Properties=species:S:1:pos:R:3:forces:R:3
H -1.369 1.984 -1.276 0.1 0.1 -0.1
N 1.027 -1.147 -0.438 -0.3 -0.1 0.3
H -0.629 -0.933 1.045 -0.9 0.2 0.8
H 2.108 -1.271 -1.343 0.5 -0.1 -0.4
C -1.517 1.832 0.820 0.1 0.2 -0.5
C 0.169 -1.118 0.315 1.2 -0.2 -1.0
N -1.623 -0.193 2.075 -0.3 -0.3 0.3
C -1.861 1.050 1.997 -0.2 0.0 0.5
C -1.586 1.363 -0.422 0.0 0.2 0.2
H 3.102 -2.404 -2.256 0.1 0.1 -0.1
H -1.917 0.360 -0.631 -0.1 -0.2 0.0
H -2.330 1.620 2.805 0.0 -0.2 0.1
N 2.982 -1.409 -2.061 0.0 0.1 0.0
H -1.929 -0.650 2.933 -0.1 0.3 0.0
H 3.837 -1.040 -1.644 -0.1 -0.1 -0.1
H 2.795 -0.909 -2.931 0.1 -0.1 0.1
H -1.259 2.865 1.011 0.0 0.1 -0.1
```
Positions in Å, forces in eV/Å.

gap between HOMO and LUMO = 10.3 eV
E_LUMO = -3.06 eV
ΔE to the lowest compared entry with this formula, charge and spin = 192.9 kJ/mol
HOMO energy = -13.39 eV
electronic energy = -8772.599 eV
total charge = +1